(1)
Formula: C26H29IN4O2
Source: the Open Molecules 2025 dataset
Level of theory: the ωB97M-V functional and the def2-TZVPD basis

HOMO	-8.74	eV
E_LUMO	-0.00382	Eh
gap between HOMO and LUMO	8.6	eV

Atoms and positions in Å:
O -0.1489 -0.2150 2.9997
C -0.4043 -0.1195 1.8374
C 0.3054 0.6337 0.7652
C 1.1041 1.7602 0.8226
C 1.5832 2.2661 -0.3782
C 1.2860 1.6484 -1.5986
C 0.5193 0.4886 -1.6423
I 0.0718 -0.4573 -3.4417
C 0.0293 -0.0046 -0.4447
C -0.8229 -1.1857 -0.1175
O -0.9020 -2.2476 -0.6618
N -1.4862 -0.8659 1.1611
C -2.6271 -0.0252 0.9272
C -2.9733 0.9682 1.8389
C -4.0916 1.7540 1.6177
C -4.8707 1.5797 0.4822
C -4.5166 0.5965 -0.4296
C -3.4092 -0.2062 -0.2084
H 1.3299 2.2270 1.7724
H 2.2049 3.1534 -0.3827
H 1.6634 2.0704 -2.5213
H -2.3816 1.1314 2.7316
H -4.3729 2.5147 2.3359
H -5.7320 2.2127 0.3165
H -5.1003 0.4497 -1.3302
H -3.1621 -0.9548 -0.9510
C -4.3888 -5.8764 -2.8688
C -3.4445 -5.4624 -1.7466
C -3.5486 -3.9743 -1.3956
C -3.2073 -3.1266 -2.5379
N -2.9397 -2.4612 -3.4331
H -4.1565 -5.3502 -3.7957
H -4.3063 -6.9452 -3.0662
H -5.4271 -5.6620 -2.6080
H -2.4152 -5.6914 -2.0283
H -3.6656 -6.0410 -0.8481
H -2.8677 -3.7217 -0.5810
H -4.5629 -3.7256 -1.0767
C 1.8652 -3.8192 -0.5220
C 3.3344 -4.0366 -0.1812
C 3.8703 -2.9959 0.8090
C 3.7701 -1.6384 0.2735
N 3.6925 -0.5813 -0.1623
H 1.7073 -2.8604 -1.0173
H 1.5045 -4.5952 -1.1966
H 1.2458 -3.8428 0.3769
H 3.9326 -4.0101 -1.0940
H 3.4702 -5.0259 0.2595
H 4.9171 -3.1896 1.0455
H 3.3051 -3.0345 1.7424
C 4.1524 7.9142 1.4837
C 3.2546 6.9082 2.1933
C 3.7679 5.4678 2.0783
C 3.8409 5.0325 0.6830
N 3.8983 4.7066 -0.4149
H 4.2006 7.7160 0.4123
H 3.7717 8.9266 1.6154
H 5.1687 7.8829 1.8808
H 2.2445 6.9634 1.7835
H 3.1833 7.1613 3.2523
H 3.1105 4.7813 2.6136
H 4.7647 5.3803 2.5140

Atoms 1-2, force components in eV/Å:
-0.191 0.254 -0.108
-0.159 -0.005 -0.019

The net atomic charges from natural (NBO), expressed in e, are:
1 O -0.49
2 C 0.70
3 C -0.13
4 C -0.17
5 C -0.16
6 C -0.20
7 C -0.11
8 I 0.22
9 C -0.20
10 C 0.72
11 O -0.51
12 N -0.55
13 C 0.24
14 C -0.29
15 C -0.18
16 C -0.24
17 C -0.17
18 C -0.30
19 H 0.22
20 H 0.25
21 H 0.24
22 H 0.23
23 H 0.21
24 H 0.22
25 H 0.22
26 H 0.23
27 C -0.61
28 C -0.38
29 C -0.53
30 C 0.31
31 N -0.35
32 H 0.22
33 H 0.21
34 H 0.20
35 H 0.21
36 H 0.21
37 H 0.27
38 H 0.24
39 C -0.61
40 C -0.38
41 C -0.51
42 C 0.30
43 N -0.35
44 H 0.22
45 H 0.22
46 H 0.20
47 H 0.21
48 H 0.21
49 H 0.25
50 H 0.24
51 C -0.61
52 C -0.38
53 C -0.51
54 C 0.30
55 N -0.35
56 H 0.22
57 H 0.22
58 H 0.20
59 H 0.21
60 H 0.21
61 H 0.25
62 H 0.25

(2)
Formula: C26H29IrN7O3
Source: the Open Molecules 2025 dataset
Level of theory: the ωB97M-V functional and the def2-TZVPD basis

HOMO	-10.48	eV
ΔE to the lowest compared entry with this formula, charge and spin	1.8	kcal/mol
E_LUMO	-0.12123	Eh
gap between HOMO and LUMO	7.2	eV
total charge	+1

Atoms and positions in Å:
Ir -0.1186 -0.4985 0.2442
C -0.8349 4.7924 -4.4281
O -0.0825 3.7588 -5.0496
C 0.1364 2.6293 -4.3641
C 0.8712 1.6416 -5.0601
C 1.1217 0.4574 -4.4478
C 0.6717 0.1581 -3.1295
C 0.8606 -1.1530 -2.5951
C 1.7356 -2.1555 -3.3062
O 0.3347 -1.6041 -1.5413
C -0.0205 1.1880 -2.4170
O -0.4164 1.0678 -1.1917
C -0.2944 2.4069 -3.0749
H -0.9128 5.5872 -5.1627
H -0.3234 5.1669 -3.5393
H -1.8333 4.4406 -4.1619
H 1.2056 1.8514 -6.0656
H 1.6735 -0.2851 -5.0030
H 1.6436 -2.1404 -4.3868
H 1.4977 -3.1519 -2.9425
H 2.7785 -1.9269 -3.0668
H -0.8284 3.1618 -2.5169
C -2.3353 -2.1420 -0.7427
N -2.2206 -0.8746 0.0366
C -3.1516 0.0773 -0.6032
C -2.6801 -1.1380 1.4305
C -1.6751 -2.0050 2.1289
C -2.0517 -2.8680 3.1463
C -1.1024 -3.6747 3.7593
C 0.2097 -3.6239 3.3200
C 0.5804 -2.7593 2.2935
C -0.3469 -1.9173 1.6830
H -3.3856 -2.4396 -0.7938
H -1.7610 -2.9287 -0.2629
H -1.9547 -1.9749 -1.7445
H -4.1531 -0.3593 -0.5948
H -2.8428 0.2562 -1.6296
H -3.1746 1.0099 -0.0518
H -3.6704 -1.6041 1.3977
H -2.7868 -0.1646 1.9179
H -3.0900 -2.9184 3.4555
H -1.3894 -4.3462 4.5572
H 0.9575 -4.2638 3.7720
H 1.6174 -2.7765 1.9789
N -1.7032 2.3300 1.0233
C -0.8131 1.9908 1.9602
N -0.7332 2.6922 3.0803
C 0.2745 2.3813 3.8941
N 0.3338 2.9704 5.0863
N 1.2912 1.5444 3.5675
C 1.0910 0.8598 2.4773
N -0.0089 0.9234 1.7013
C 2.1695 0.0142 1.9307
C 3.3764 -0.1583 2.5771
C 4.3436 -0.9452 1.9735
C 4.0553 -1.5350 0.7546
C 2.8171 -1.3261 0.1736
N 1.8929 -0.5475 0.7399
H -2.2074 3.1857 1.1894
H -1.4773 2.0453 0.0676
H -0.3886 3.6118 5.3612
H 1.1000 2.7686 5.7032
H 3.5276 0.3214 3.5329
H 5.2998 -1.1054 2.4523
H 4.7707 -2.1716 0.2537
H 2.5296 -1.8067 -0.7472

Atoms 1-2, force components in eV/Å:
0.300 0.129 -1.065
0.002 0.020 0.005

The net atomic charges from natural (NBO), expressed in e, are:
1 Ir 1.09
2 C -0.26
3 O -0.47
4 C 0.39
5 C -0.31
6 C -0.09
7 C -0.35
8 C 0.60
9 C -0.70
10 O -0.67
11 C 0.46
12 O -0.78
13 C -0.38
14 H 0.21
15 H 0.18
16 H 0.18
17 H 0.24
18 H 0.21
19 H 0.24
20 H 0.25
21 H 0.24
22 H 0.22
23 C -0.42
24 N -0.39
25 C -0.42
26 C -0.26
27 C -0.02
28 C -0.22
29 C -0.22
30 C -0.20
31 C -0.26
32 C -0.21
33 H 0.20
34 H 0.23
35 H 0.22
36 H 0.20
37 H 0.23
38 H 0.22
39 H 0.21
40 H 0.21
41 H 0.21
42 H 0.22
43 H 0.22
44 H 0.20
45 N -0.79
46 C 0.64
47 N -0.56
48 C 0.61
49 N -0.74
50 N -0.52
51 C 0.47
52 N -0.53
53 C 0.15
54 C -0.18
55 C -0.14
56 C -0.21
57 C 0.06
58 N -0.38
59 H 0.42
60 H 0.45
61 H 0.42
62 H 0.42
63 H 0.26
64 H 0.24
65 H 0.24
66 H 0.23